The following is a quantum chemistry calculation of C15H15BF4IN7O2Ru as an isolated structure, from the Open Molecules 2025 dataset.

Atoms and positions in Å:
Ru (-0.0826, 0.7608, -0.8802)
C (4.0280, -1.2556, -1.0903)
C (3.1250, -1.6302, 0.0307)
N (3.4062, -2.6883, 0.7537)
C (2.5743, -3.0608, 1.7326)
C (1.4194, -2.3695, 2.1119)
C (0.5515, -2.8914, 3.2387)
O (-0.8194, -2.6153, 3.0172)
C (1.0971, -1.2249, 1.4051)
C (0.0189, -0.3701, 1.8502)
N (-0.5794, 0.4735, 1.0838)
C (-1.5763, 1.3180, 1.6533)
C (-2.4738, 0.8584, 2.6099)
C (-3.4002, 1.7351, 3.1504)
C (-3.4422, 3.0630, 2.7453)
C (-2.5667, 3.5330, 1.7745)
C (-1.6570, 2.6456, 1.2404)
I (-0.3332, 3.2270, -0.2818)
C (1.9292, -0.8600, 0.2961)
O (1.6791, 0.1119, -0.5179)
H (4.9247, -1.8659, -1.0467)
H (4.2899, -0.1975, -1.0526)
H (3.5273, -1.4411, -2.0457)
H (2.8463, -3.9679, 2.2641)
H (0.8364, -2.3992, 4.1725)
H (0.7407, -3.9565, 3.3777)
H (-1.2355, -3.3445, 2.5433)
H (-0.2363, -0.3975, 2.9027)
H (-2.4671, -0.1863, 2.8974)
H (-4.1063, 1.3743, 3.8856)
H (-4.1721, 3.7384, 3.1699)
H (-2.6133, 4.5623, 1.4454)
F (-0.6337, -1.0429, -1.8946)
B (-2.0343, -0.9905, -1.4140)
F (-2.0690, 0.5867, -1.3084)
F (-2.9870, -1.3321, -2.2541)
F (-2.0445, -1.5043, -0.1658)
N (-0.3005, 2.2615, -5.9482)
N (0.2448, 1.7096, -4.8196)
N (1.4870, 1.2778, -4.7893)
C (1.6294, 0.9496, -3.5190)
N (0.5010, 1.1921, -2.8389)
N (-0.3852, 1.6841, -3.6938)
H (0.1333, 1.8393, -6.7623)
H (-1.3073, 2.1399, -5.9342)
H (2.5333, 0.5501, -3.0949)

Cartesian forces (eV/Å) of the 6 atoms listed first:
0.64 -0.64 -0.04
-0.05 0.01 -0.02
0.09 -0.04 0.00
0.09 0.06 -0.11
-0.20 0.14 0.06
0.15 -0.22 0.12

Summary:
charge: +2
HOMO level (spin up / spin down): -15.30 / -15.27 eV
HOMO-LUMO gap (spin up / spin down): 5.1075 / 5.0538 eV

Here are the Löwdin charges for atoms 1 to 5, given in e:
1 Ru 1.156
2 C 0.013
3 C -0.193
4 N 0.173
5 C 0.026

The following is a quantum chemistry calculation of a 2-piece molecular cluster, C2H8N2O2 overall at a distorted geometry, from the Open Molecules 2025 dataset.

Atoms and positions in Å:
C (1.7956, -0.5041, 1.1854)
N (0.6557, 0.0072, 0.3982)
C (0.7654, 0.0347, -0.9691)
N (-0.4756, -0.0101, -1.6312)
O (1.7894, 0.2712, -1.5756)
H (1.9703, 0.1313, 2.0449)
H (2.5741, -0.5367, 0.4208)
H (1.6383, -1.5073, 1.4791)
H (-0.2537, -0.3235, 0.6743)
H (-1.1699, 0.6523, -1.3129)
H (-0.3714, 0.0671, -2.6297)
O (-2.8253, 0.8308, 0.3786)
H (-2.4413, -0.0049, 0.6703)
H (-3.6515, 0.8922, 0.8670)

Cartesian forces (eV/Å) of the 6 atoms listed first:
-0.41 1.06 -1.53
-0.17 -0.85 0.31
-0.51 1.90 -0.69
-0.13 -0.34 0.10
0.44 -0.97 0.16
0.40 0.07 -0.05

Summary:
charge: 0
SMILES: CNC(N)=O.O
HOMO level: -9.69 eV
HOMO-LUMO gap: 10.1715 eV

Here are the Löwdin charges for atoms 1 to 5, given in e:
1 C -0.053
2 N 0.006
3 C -0.618
4 N 0.127
5 O 0.050

The following is a quantum chemistry calculation of C19H14AgN2O3S2 as an isolated structure at a distorted geometry, from the Open Molecules 2025 dataset.

Atoms and positions in Å:
Ag (0.1040, 2.0395, -0.8991)
S (-3.7027, -0.8202, -1.9485)
C (-2.7380, -2.2517, -1.5771)
C (-3.0468, -3.5913, -1.7381)
C (-2.1314, -4.5474, -1.3795)
C (-0.9333, -4.2234, -0.7255)
C (-0.7153, -2.8726, -0.3340)
C (-1.5917, -1.8893, -0.8328)
N (-1.5314, -0.5474, -0.4982)
C (-2.5603, 0.1227, -0.9814)
C (-2.8989, 1.5308, -0.7422)
C (-4.2618, 1.8680, -0.4877)
C (-4.6257, 3.2448, -0.5926)
C (-3.6482, 4.2331, -0.5530)
C (-2.2850, 3.8173, -0.5345)
C (-1.9085, 2.4913, -0.6208)
H (-3.9678, -3.8862, -2.2905)
H (-2.2815, -5.6241, -1.6400)
H (-0.1744, -4.9486, -0.5447)
H (0.1079, -2.5061, 0.3075)
H (-5.0151, 1.0696, -0.4860)
H (-5.6818, 3.5123, -0.7443)
H (-3.8588, 5.3190, -0.4339)
H (-1.5545, 4.5463, -0.4396)
N (2.1154, 1.1304, -1.2662)
C (2.7155, 0.7408, -0.0275)
C (3.5487, 1.6805, 0.6445)
C (4.0114, 1.3472, 1.9051)
C (3.9825, 0.0013, 2.2968)
C (2.8957, -0.8087, 1.8212)
C (2.2425, -0.3327, 0.6764)
S (5.3107, -0.7886, 3.2179)
O (5.1446, -0.7189, 4.6642)
O (5.2086, -2.0766, 2.4531)
O (6.4784, -0.0870, 2.7020)
H (1.7393, 0.2818, -1.7353)
H (2.9132, 1.5961, -1.8416)
H (3.8699, 2.6150, 0.1974)
H (4.6318, 2.0449, 2.5038)
H (2.6863, -1.8085, 2.2602)
H (1.4065, -0.9031, 0.2445)

Cartesian forces (eV/Å) of the 6 atoms listed first:
0.18 -0.28 0.04
0.86 -0.75 0.55
-0.10 0.26 0.48
-1.17 -0.10 -1.56
0.95 -1.60 0.00
-0.41 2.35 0.34

Summary:
charge: -1
HOMO level: -5.35 eV
HOMO-LUMO gap: 7.4535 eV

Here are the Löwdin charges for atoms 1 to 5, given in e:
1 Ag 0.742
2 S 1.065
3 C -0.461
4 C -0.126
5 C -0.121

The following is a quantum chemistry calculation of a 2-piece molecular cluster, C2H3F5O overall at a distorted geometry, from the Open Molecules 2025 dataset.

Atoms and positions in Å:
F (2.7631, -0.3324, 1.9793)
C (1.7018, -0.6149, 1.2362)
F (2.1077, -1.1659, 0.0768)
C (0.7591, 0.5945, 0.8105)
F (1.4482, 1.5323, 0.2363)
F (-0.1262, 0.1191, -0.0808)
F (0.0931, 0.9701, 1.9233)
H (1.0546, -1.3972, 1.6823)
O (-3.0596, 0.4383, -2.6677)
H (-2.7297, -0.4274, -2.3360)
H (-4.0121, 0.2835, -2.8602)

Cartesian forces (eV/Å) of the 6 atoms listed first:
-0.02 0.60 0.22
-2.14 -0.84 -0.89
0.74 -0.04 -0.63
0.61 -2.52 1.15
0.21 1.36 0.03
-0.04 0.20 0.38

Summary:
charge: 0
SMILES: FC(F)C(F)(F)F.O
HOMO level: -11.55 eV
HOMO-LUMO gap: 12.3129 eV

Here are the Löwdin charges for atoms 1 to 5, given in e:
1 F 0.127
2 C -0.315
3 F 0.082
4 C -0.578
5 F 0.212

The following is a quantum chemistry calculation of C2H8N4O as an isolated structure at a distorted geometry, from the Open Molecules 2025 dataset.

Atoms and positions in Å:
C (0.8772, 1.1893, 2.1763)
C (0.9982, 0.6868, 0.7618)
N (0.5575, -0.3746, 0.2671)
H (1.8468, 1.1088, 2.6692)
H (0.1337, 0.6152, 2.7231)
H (0.6029, 2.2440, 2.1763)
N (-0.7290, -1.7855, -1.5971)
N (-1.2450, -0.9424, -2.4698)
N (-1.3116, -1.9422, -0.4783)
O (1.7524, 1.5496, 0.0021)
H (1.7941, 1.1685, -0.8863)
H (-2.0023, -0.3079, -2.2075)
H (-0.6070, -0.6086, -3.1724)
H (-2.1899, -1.4104, -0.3604)
H (-0.4779, -1.1905, 0.3961)

Cartesian forces (eV/Å) of the 6 atoms listed first:
-0.10 0.29 -0.20
-0.63 -0.59 0.56
-2.14 -1.19 -0.68
-0.02 -0.05 0.02
0.08 -0.04 -0.03
-0.01 0.04 0.06

Summary:
charge: 0
HOMO level: -8.17 eV
HOMO-LUMO gap: 8.3862 eV

Here are the Löwdin charges for atoms 1 to 5, given in e:
1 C -0.036
2 C -0.596
3 N 0.068
4 H 0.079
5 H 0.071

The following is a quantum chemistry calculation of a single C6H5ClS molecule at a distorted geometry, from the Open Molecules 2025 dataset.

Atoms and positions in Å:
C (0.5976, 0.4463, -2.5043)
C (0.7818, -0.0195, -1.1257)
S (1.3849, -1.4573, -0.6486)
C (0.1569, 0.9124, -0.1536)
C (-0.3099, 0.4757, 1.0352)
C (-0.5812, -0.2642, 1.9954)
C (-0.9264, -1.0946, 2.9316)
Cl (-1.9806, -0.5765, 4.3079)
H (-0.2692, 1.1596, -2.5619)
H (0.3012, -0.3155, -3.2781)
H (1.5660, 0.9358, -2.8159)
H (-0.2841, 1.7923, -0.5068)
H (-0.4369, -1.9946, 3.3247)

Cartesian forces (eV/Å) of the 6 atoms listed first:
-0.37 0.67 -2.23
-0.70 -0.61 1.62
0.20 0.29 -0.44
-0.91 -1.67 1.73
1.62 0.76 -2.69
-0.49 -0.93 0.89

Summary:
charge: 0
SMILES: CC(=S)C=C=C=CCl
HOMO level: -8.76 eV
HOMO-LUMO gap: 7.3372 eV

Here are the Löwdin charges for atoms 1 to 5, given in e:
1 C -0.147
2 C -0.829
3 S 0.729
4 C -0.117
5 C -0.020

The following is a quantum chemistry calculation of a single C6H7ClN2O2 molecule at a distorted geometry, from the Open Molecules 2025 dataset.

Atoms and positions in Å:
C (-0.5643, 1.3245, -0.7813)
C (0.6855, 0.8419, -1.3184)
C (-0.9152, 1.0723, 0.4986)
C (1.4293, -0.1368, -0.9222)
C (-0.0998, 0.4706, 1.5684)
C (0.3287, -0.9291, 1.3457)
N (-0.5089, -1.9496, 1.1321)
N (1.6537, -1.2780, 1.7183)
O (2.5020, -0.4244, 2.0347)
O (1.9188, -2.4663, 1.7299)
Cl (-0.9210, 0.3138, 3.1593)
H (-1.2976, 1.5478, -1.6020)
H (1.1709, 1.3222, -2.1508)
H (-1.7643, 1.7017, 0.8356)
H (2.4230, -0.6011, -1.1689)
H (0.9785, 1.0247, 1.5456)
H (-1.3431, -1.7626, 0.5369)
H (-0.0561, -2.8568, 1.3012)

Cartesian forces (eV/Å) of the 6 atoms listed first:
-0.89 -1.72 -0.35
0.97 0.13 -0.70
-1.61 2.45 -0.57
1.31 -1.98 1.56
3.31 0.22 -0.50
0.76 0.54 -1.52

Summary:
charge: 0
HOMO level (spin up / spin down): -8.84 / -8.00 eV
HOMO-LUMO gap (spin up / spin down): 7.9241 / 7.5739 eV

Here are the Löwdin charges for atoms 1 to 5, given in e:
1 C -0.105
2 C -0.229
3 C -0.143
4 C 0.137
5 C -0.634

The following is a quantum chemistry calculation of a 2-piece molecular cluster, C2H7S2 overall, from the Open Molecules 2025 dataset.

Atoms and positions in Å:
C (1.5115, -0.0551, 1.4596)
C (0.0062, -0.3222, 1.4700)
S (-0.9520, 0.9642, 0.6055)
H (1.6947, 0.9645, 1.8044)
H (1.9180, -0.1312, 0.4491)
H (2.0502, -0.7478, 2.1182)
H (-0.3419, -0.3267, 2.5062)
H (-0.1932, -1.3101, 1.0448)
S (0.1226, -0.6947, -2.1332)
H (-0.3784, 0.1449, -0.9965)
H (-0.5615, 0.0191, -3.0363)

Cartesian forces (eV/Å) of the 6 atoms listed first:
-0.09 0.09 0.03
0.07 0.30 0.17
0.06 -0.09 -0.16
0.03 -0.01 0.03
-0.03 -0.03 0.01
0.03 -0.05 -0.06

Summary:
charge: -1
HOMO level: -2.97 eV
HOMO-LUMO gap: 6.7751 eV

Here are the Löwdin charges for atoms 1 to 5, given in e:
1 C -0.232
2 C -0.781
3 S 0.233
4 H 0.044
5 H 0.040

The following is a quantum chemistry calculation of a 2-piece molecular cluster, C2H5NOS overall at a distorted geometry, from the Open Molecules 2025 dataset.

Atoms and positions in Å:
C (-1.4906, -1.4123, 0.9274)
C (1.3618, 0.5883, -0.7563)
N (1.2990, 0.0724, 0.5502)
O (-1.2874, 0.8739, -0.1560)
S (-2.2301, -0.2138, 0.2111)
H (-2.1601, -2.3089, 1.3149)
H (0.3177, 0.4603, -1.1101)
H (1.4639, 1.6678, -0.8558)
H (2.2017, 0.0060, -1.2627)
H (0.5242, 0.2664, 1.1374)

Cartesian forces (eV/Å) of the 6 atoms listed first:
-2.43 -2.39 0.96
-0.22 -1.16 -0.28
2.10 -1.26 0.69
-1.77 0.04 0.03
1.56 0.83 -0.10
1.84 1.70 -0.75

Summary:
charge: 0
HOMO level (spin up / spin down): -9.11 / -9.07 eV
HOMO-LUMO gap (spin up / spin down): 6.5422 / 8.4368 eV

Here are the Löwdin charges for atoms 1 to 5, given in e:
1 C -0.244
2 C -0.244
3 N 0.026
4 O -0.612
5 S 0.844

Ordered energy relative to the best compared isomer or geometry (same formula, charge and spin) results: 5.1 49.9 109.1 5.7 458.0 270.5 728.6 17.3 694.8; unit kJ/mol.